Record 1
{
  "formula": "C14H37CdN3O6",
  "method": "ωB97M-V/def2-TZVPD",
  "molar_mass_g_mol": 455.88,
  "homo_lumo_gap_ev": [10.11, 5.41],
  "spin_multiplicity": 2,
  "e_tot_ha": -1338.65940,
  "total_charge": 1,
  "elements": ["Cd", "C", "C", "O", "O", "H", "H", "H", "O", "H", "C", "C", "C", "O", "C", "N", "H", "H", "H", "H", "H", "H", "H", "H", "H", "H", "H", "C", "C", "C", "O", "C", "N", "H", "H", "H", "H", "H", "H", "H", "H", "H", "H", "H", "C", "C", "C", "O", "C", "N", "H", "H", "H", "H", "H", "H", "H", "H", "H", "H", "H"],
  "coordinates": [[0.087, -0.831, -0.941], [-3.277, -2.491, -2.596], [-2.066, -1.827, -1.970], [-1.370, -2.385, -1.125], [-1.705, -0.645, -2.299], [-3.272, -2.735, -3.658], [-4.125, -1.824, -2.445], [-3.489, -3.482, -2.194], [1.575, -1.569, 0.117], [1.505, -2.462, 0.508], [1.095, -2.455, 4.273], [0.003, -1.626, 3.730], [0.258, -0.158, 3.994], [0.625, 0.665, 2.824], [0.643, 2.025, 3.116], [-0.128, -2.031, 2.337], [0.788, -3.473, 4.031], [1.197, -2.360, 5.354], [2.049, -2.398, 3.749], [-0.922, -1.987, 4.178], [0.965, -0.015, 4.812], [-0.635, 0.316, 4.403], [1.480, 2.272, 3.769], [-0.350, 2.343, 3.434], [0.901, 2.437, 2.141], [0.500, -1.446, 1.805], [0.206, -2.976, 2.215], [-2.755, 1.049, 1.659], [-1.820, 1.159, 0.427], [-1.340, 2.614, 0.321], [-0.650, 2.815, -0.865], [-0.202, 4.202, -0.977], [-0.690, 0.246, 0.734], [-2.214, 1.420, 2.529], [-3.020, -0.006, 1.726], [-3.625, 1.682, 1.484], [-2.350, 0.844, -0.472], [-0.720, 3.041, 1.110], [-2.210, 3.244, 0.135], [0.438, 4.360, -0.109], [-1.099, 4.817, -0.895], [0.300, 4.378, -1.928], [-1.007, -0.279, 1.536], [-0.099, 0.864, 1.272], [1.921, 1.729, -3.708], [1.292, 0.512, -3.144], [2.156, -0.786, -3.219], [1.301, -1.861, -2.803], [2.050, -3.086, -2.900], [0.957, 0.836, -1.754], [1.982, 1.583, -4.787], [2.818, 1.987, -3.146], [1.391, 2.614, -3.358], [0.391, 0.243, -3.695], [3.081, -0.546, -2.695], [2.464, -1.033, -4.235], [1.447, -3.966, -2.677], [3.023, -3.036, -2.412], [2.065, -3.311, -3.967], [1.752, 1.115, -1.197], [0.430, 1.673, -1.549]],
  "forces_ev_per_angstrom": [[-1.995, -1.507, -0.757], [-0.350, -0.256, 0.214], [-0.804, 1.102, -2.231], [0.542, -2.450, 1.637], [-0.660, -0.114, -0.331], [0.747, 0.746, -0.197], [-0.083, -0.100, 0.058], [0.104, 0.267, 0.700], [2.225, -1.021, 1.174], [-0.160, 0.366, -0.505], [0.622, -1.627, 0.865], [0.149, -0.945, -0.591], [-0.869, 1.865, -0.370], [0.479, -2.406, 2.108], [0.740, -0.007, -0.690], [-0.377, 1.308, -0.855], [0.047, -0.393, 0.618], [0.303, -0.082, -0.001], [0.134, 0.759, 0.133], [-0.092, 0.647, 0.562], [0.570, -0.147, -0.295], [-0.450, -0.001, -0.112], [-0.344, 0.213, 0.483], [0.158, 0.443, 0.361], [-0.103, 0.678, 0.133], [0.192, -0.138, -0.133], [-0.203, -0.167, 0.162], [0.093, 0.543, -1.374], [-0.214, 0.542, 1.490], [-1.390, 0.102, -1.152], [1.822, 0.741, -1.891], [-0.791, -1.233, 0.596], [-1.467, 1.950, 0.623], [-0.148, -0.246, 0.195], [-0.273, 0.153, 0.444], [-0.212, -0.222, 0.286], [0.138, 0.252, -0.115], [-0.393, -0.479, 0.656], [-0.607, 0.076, 1.057], [0.264, 0.500, -0.172], [0.125, 0.322, -0.087], [-0.035, -0.250, 0.174], [-0.145, -1.041, -0.364], [0.871, -0.362, -0.525], [0.370, 0.486, -0.006], [0.146, -0.481, -0.040], [-1.222, 1.292, -0.601], [1.469, 0.049, 0.692], [-1.145, -0.485, -1.274], [1.443, 0.359, 0.118], [0.548, 0.852, 0.051], [0.981, -0.692, -0.689], [-0.938, -0.005, -0.953], [-0.368, 0.325, 0.287], [0.090, -0.890, 0.871], [-0.087, 0.434, -0.301], [-0.171, 0.378, 1.364], [-0.197, -0.117, -0.046], [1.170, 0.410, -0.411], [1.137, -0.612, -0.176], [-1.390, 0.315, -0.863]],
  "nbo_charge": [1.822, -0.741, 0.793, -0.689, -0.729, 0.259, 0.248, 0.245, -0.882, 0.462, -0.606, -0.099, -0.072, -0.580, -0.249, -0.855, 0.202, 0.216, 0.211, 0.203, 0.196, 0.178, 0.199, 0.176, 0.175, 0.375, 0.360, -0.617, -0.082, -0.082, -0.578, -0.254, -0.978, 0.199, 0.226, 0.228, 0.230, 0.175, 0.189, 0.176, 0.192, 0.208, 0.427, 0.416, -0.623, -0.085, -0.080, -0.577, -0.277, -0.954, 0.237, 0.210, 0.216, 0.228, 0.185, 0.199, 0.215, 0.199, 0.191, 0.383, 0.441]
}

***

Record 2
{
  "formula": "C9H14B2F4N2O6",
  "method": "ωB97M-V/def2-TZVPD",
  "molar_mass_g_mol": 343.83,
  "homo_lumo_gap_ev": 8.29,
  "spin_multiplicity": 1,
  "e_tot_ha": -1361.62506,
  "elements": ["O", "C", "N", "C", "C", "C", "C", "C", "O", "O", "N", "O", "C", "C", "C", "B", "O", "O", "H", "H", "H", "H", "H", "H", "H", "H", "H", "H", "H", "H", "H", "H", "B", "F", "F", "F", "F"],
  "coordinates": [[0.350, -2.275, 2.616], [0.470, -1.987, 1.517], [0.800, -1.937, 0.278], [0.632, -0.492, -0.154], [-0.645, -0.628, -1.096], [-2.164, -0.712, -0.719], [-2.478, 0.366, 0.418], [-3.132, 1.704, -0.145], [-3.550, 2.476, 0.691], [-3.237, 1.973, -1.526], [-0.203, -0.666, -2.322], [-0.883, -0.814, -3.490], [1.275, -0.521, -2.477], [1.971, -0.274, -1.044], [2.456, 1.235, -0.938], [3.805, 1.422, -0.033], [4.451, 0.354, 0.630], [4.334, 2.743, 0.026], [0.551, 0.222, 0.720], [-2.752, -0.484, -1.665], [-2.461, -1.772, -0.435], [-3.108, -0.116, 1.220], [-1.524, 0.704, 0.934], [-2.832, 2.849, -1.689], [-0.786, -1.764, -3.738], [1.340, 0.484, -3.015], [1.765, -1.282, -3.158], [2.718, -1.100, -0.855], [1.615, 1.839, -0.486], [2.720, 1.692, -1.951], [5.409, 0.567, 0.552], [3.967, 3.264, -0.720], [-2.176, -1.415, 4.418], [-2.165, -0.775, 3.123], [-2.413, -2.810, 4.248], [-0.916, -1.218, 5.051], [-3.207, -0.848, 5.214]],
  "forces_ev_per_angstrom": [[-0.279, 0.525, -0.088], [1.219, -1.997, -1.308], [-1.750, 1.739, 2.473], [0.974, -1.465, -0.284], [-0.267, 0.423, -0.403], [0.614, 0.452, -0.426], [0.052, -0.253, -1.158], [-0.698, 0.402, 2.075], [0.767, -0.744, -1.733], [1.239, -0.659, 1.114], [1.854, -0.667, 1.753], [-0.619, -0.723, 0.123], [1.412, 2.203, -0.982], [-2.737, 0.617, -1.445], [0.434, -0.741, 0.395], [0.180, 0.692, 0.306], [0.018, 1.873, -1.650], [-0.593, -1.693, -0.909], [-0.176, -0.675, -1.226], [0.830, -0.201, 1.132], [0.733, 1.277, -0.027], [0.578, 0.920, -0.815], [-1.298, -0.412, -0.492], [-0.688, -0.312, 0.258], [-0.131, 0.652, 0.144], [0.126, -1.443, 0.295], [-1.031, 0.503, 0.986], [-0.866, 1.280, 0.160], [0.892, -0.416, -0.613], [-0.480, -0.678, 1.136], [-0.703, -0.301, 0.698], [0.293, -0.239, 0.894], [-0.144, -0.274, 0.884], [0.104, -0.186, 0.103], [0.163, 0.776, -0.171], [-0.616, -0.006, -0.548], [0.593, -0.251, -0.650]],
  "nbo_charge": [-0.331, 0.882, -0.628, -0.107, 0.486, -0.503, -0.518, 0.775, -0.518, -0.737, -0.026, -0.488, -0.256, -0.206, -0.795, 1.140, -0.892, -0.890, 0.250, 0.270, 0.290, 0.328, 0.249, 0.504, 0.496, 0.223, 0.242, 0.277, 0.244, 0.235, 0.505, 0.491, 1.363, -0.617, -0.582, -0.581, -0.575]
}

***

The calculation returns the following max |F| values, one per record and in order: 3.234 3.493 eV/A.